A cluster of 4 separate species, CH11N3O3 in total in a non-equilibrium geometry. Source: the Open Molecules 2025 dataset; level of theory: ωB97M-V with the def2-TZVPD basis set.

```
18
Properties=species:S:1:pos:R:3:forces:R:3
N 0.396167 -0.306591 -1.371481 0.168 -0.861 0.609
C -0.045767 -0.766378 -0.188786 -0.318 -0.356 -0.770
N 0.033659 -2.149676 -0.058525 1.197 0.713 -0.023
N -0.567765 0.037846 0.720824 -0.731 -1.039 0.141
H 0.964465 -0.903057 -1.951795 -0.122 -0.118 -0.136
H 0.663501 0.661542 -1.411377 0.030 0.507 -0.326
H -0.140186 -2.444501 0.878297 -0.407 -0.154 0.596
H 0.944778 -2.506031 -0.348904 -0.475 -0.157 -0.239
H -1.556696 0.181796 0.504204 0.405 0.605 0.149
H 1.645720 2.179661 -0.873168 0.030 0.244 -0.118
H 0.924786 2.602263 -2.157190 0.280 0.012 0.006
O 1.648755 2.040746 -1.847126 -0.138 0.381 -0.042
H -3.014482 -1.914220 1.092009 0.452 0.160 0.483
H -1.811640 -1.277828 1.890632 -0.433 -0.057 -0.289
O -2.607479 -1.842846 1.972363 0.015 -0.075 -0.157
H 0.859854 2.839151 1.413386 0.274 -0.210 -0.379
H 0.544624 1.406141 0.968374 -0.733 -0.729 -0.138
O 1.117705 2.161980 0.768263 0.505 1.133 0.633
```
Forces are in eV/Å.

Computed properties:
ΔE to the lowest compared entry with this formula, charge and spin   1.098 eV
HOMO level   -8.83 eV

These are the Löwdin partial charges, in e, on atoms 1 to 5: atom 1 (N): 0.18, atom 2 (C): -0.56, atom 3 (N): 0.14, atom 4 (N): 0.00, atom 5 (H): 0.11

---

A cluster of 4 separate species, CH11N3O3 in total in a non-equilibrium geometry. Source: the Open Molecules 2025 dataset; level of theory: ωB97M-V with the def2-TZVPD basis set.

```
18
Properties=species:S:1:pos:R:3:forces:R:3
N -0.154518 -0.859365 0.880723 0.028 1.562 -0.032
C 1.070093 -0.033626 0.940074 2.100 -0.847 1.325
N 2.022706 -0.305309 -0.093469 -1.629 -0.043 0.414
N 0.699412 1.398737 0.908458 -1.262 -0.676 -0.914
H -1.032954 -0.334745 0.934382 0.348 -0.437 0.193
H -0.186288 -1.473796 0.096016 -0.005 -0.459 -0.673
H 2.919329 -0.585951 0.248841 0.374 -0.214 0.034
H 1.511361 -0.199778 1.929986 0.021 -0.004 -0.275
H -0.258051 1.553554 1.235675 0.282 0.556 -0.078
H 0.853430 -2.402520 -2.457652 -0.080 0.153 -0.035
H 1.635031 -0.869609 -0.866291 0.760 0.746 0.357
O 0.625262 -1.586249 -1.963899 -0.354 -0.641 -0.566
H -3.362725 0.982000 1.116617 0.674 -0.053 -0.144
H 0.927316 1.854728 0.017862 -0.186 0.005 0.223
O -2.394773 0.824473 0.956045 -1.236 0.332 0.840
H -1.266535 0.137242 -1.726086 0.110 -0.464 -0.335
H -2.045078 0.884717 -0.659610 0.085 0.058 -0.697
O -1.563019 1.015498 -1.497672 -0.031 0.427 0.362
```
Forces are in eV/Å.

Computed properties:
Net charge   +1
ΔE to the lowest compared entry with this formula, charge and spin   6.357 eV
Spin multiplicity   2
Expectation value of S²   1.763
HOMO level (spin up / spin down)   -14.78 / -14.18 eV

These are the Löwdin partial charges, in e, on atoms 1 to 5: atom 1 (N): 0.20, atom 2 (C): -0.45, atom 3 (N): 0.12, atom 4 (N): 0.27, atom 5 (H): 0.04

---

A cluster of 4 separate species, CH11NO3 in total in a non-equilibrium geometry. Source: the Open Molecules 2025 dataset; level of theory: ωB97M-V with the def2-TZVPD basis set.

```
16
Properties=species:S:1:pos:R:3:forces:R:3
C -0.624983 1.252886 0.081813 -0.306 1.498 0.698
N -0.725976 0.418113 1.291846 0.527 -0.430 -1.136
H -0.631308 2.321445 0.349325 0.289 -0.030 -0.135
H -1.439617 1.198594 -0.626540 -0.564 -0.639 -0.017
H 0.274145 1.074480 -0.502192 0.141 -0.319 0.314
H 0.204452 0.427164 1.692764 -0.156 -0.261 0.335
H -1.385365 0.739140 1.983736 -0.016 0.351 -0.139
H 0.177022 -1.215542 -0.904370 0.066 0.091 0.767
H 1.199415 -1.979325 -1.578685 0.737 -0.074 0.177
O 1.139409 -1.365731 -0.834622 -0.806 -0.102 -0.768
H 2.851830 1.268830 0.397638 0.002 0.008 -0.091
H 2.269146 -0.150135 0.390013 -0.020 -0.232 -0.307
O 2.876724 0.429616 0.862544 -0.037 0.115 0.313
H -2.264845 -1.646399 -1.611443 -0.039 -0.068 0.100
H -2.088222 -1.002260 -0.233265 0.185 -0.079 0.252
O -1.831828 -1.770876 -0.758565 -0.004 0.169 -0.363
```
Forces are in eV/Å.

Computed properties:
ΔE to the lowest compared entry with this formula, charge and spin   0.688 eV
HOMO level   -9.56 eV

These are the Löwdin partial charges, in e, on atoms 1 to 5: atom 1 (C): -0.20, atom 2 (N): -0.04, atom 3 (H): 0.07, atom 4 (H): 0.05, atom 5 (H): 0.06

---

A cluster of 5 separate species, CH11NO5 in total in a non-equilibrium geometry. Source: the Open Molecules 2025 dataset; level of theory: ωB97M-V with the def2-TZVPD basis set.

```
18
Properties=species:S:1:pos:R:3:forces:R:3
C 0.610403 0.675938 2.364516 -0.847 0.755 0.209
N -0.252180 0.831939 3.414912 0.528 -0.225 -0.112
O 0.235655 0.505326 1.229610 0.232 -0.021 -0.288
H 1.643622 0.891764 2.659175 0.311 -0.439 -0.104
H 0.068171 0.552114 4.324203 -0.066 0.230 0.212
H -1.232843 0.761326 3.218339 -0.170 -0.259 0.076
H 0.756362 -4.848598 -2.795414 0.069 -0.014 0.093
H 1.392245 -4.568114 -1.434062 0.003 -0.111 -0.224
O 1.475993 -5.128069 -2.217940 -0.088 0.166 0.128
H 0.991607 -1.293069 -3.318758 -0.029 0.415 -0.069
H 0.280987 0.022173 -2.791274 0.346 -0.070 -0.277
O 0.383393 -0.932177 -2.668397 -0.257 -0.354 0.287
H -2.365866 1.710651 1.485108 -0.049 -0.068 -0.377
H -3.022229 2.603758 0.401821 0.020 -0.207 0.003
O -2.458929 2.616629 1.180056 0.055 0.292 0.259
H 1.142584 2.267946 -1.800579 -0.069 0.134 -0.298
H 0.089052 1.394616 -1.233350 -0.290 0.033 0.077
O 0.261978 1.935855 -2.017960 0.303 -0.256 0.403
```
Forces are in eV/Å.

Computed properties:
ΔE to the lowest compared entry with this formula, charge and spin   0.984 eV
HOMO level   -10.64 eV

These are the Löwdin partial charges, in e, on atoms 1 to 5: atom 1 (C): -0.40, atom 2 (N): 0.12, atom 3 (O): 0.02, atom 4 (H): 0.13, atom 5 (H): 0.09

---

A cluster of 5 separate species, CH11NO5 in total in a non-equilibrium geometry. Source: the Open Molecules 2025 dataset; level of theory: ωB97M-V with the def2-TZVPD basis set.

```
18
Properties=species:S:1:pos:R:3:forces:R:3
C -0.237903 3.060475 0.787074 0.125 -1.288 0.286
N 0.451163 1.854882 0.659848 -0.942 1.816 0.009
O 0.216508 4.106263 0.413498 -0.202 0.407 -0.062
H -1.234969 2.921477 1.257239 0.068 0.285 -0.173
H 0.158651 1.116899 1.286478 0.559 -0.253 -0.023
H 1.412795 2.122931 0.496904 0.300 -1.008 0.037
H -1.037299 -0.635506 0.330663 -0.426 -0.782 0.223
H -1.068659 -1.790658 1.461053 -0.436 0.065 -0.332
O -0.580259 -1.066080 1.069792 0.892 0.497 0.335
H 1.330388 -2.594675 0.767636 -0.058 0.055 -0.122
H 2.221612 -3.608075 0.017323 -0.545 0.125 0.481
O 1.443742 -3.539039 0.602702 0.509 -0.072 -0.434
H -2.039851 0.476881 -1.938322 0.111 -0.253 0.300
H -1.287857 1.136669 -0.777126 0.223 -0.075 -0.078
O -1.593540 0.276579 -1.100672 -0.282 0.511 -0.412
H 0.799024 -2.018980 -1.875861 0.348 -0.014 -0.068
H 0.094429 -0.754642 -1.567420 0.151 0.406 -0.047
O 0.952026 -1.065397 -1.890812 -0.395 -0.423 0.080
```
Forces are in eV/Å.

Computed properties:
ΔE to the lowest compared entry with this formula, charge and spin   0.676 eV
HOMO level   -10.49 eV

These are the Löwdin partial charges, in e, on atoms 1 to 5: atom 1 (C): -0.42, atom 2 (N): 0.11, atom 3 (O): 0.03, atom 4 (H): 0.13, atom 5 (H): 0.07

---

A cluster of 5 separate species, CH11NO6 in total in a non-equilibrium geometry. Source: the Open Molecules 2025 dataset; level of theory: ωB97M-V with the def2-TZVPD basis set.

```
19
Properties=species:S:1:pos:R:3:forces:R:3
N 0.274785 -1.218294 2.420113 0.508 0.830 -1.502
C -0.994807 -1.428361 1.910928 -0.955 -2.190 1.516
O -1.186372 -0.920620 0.668490 -1.717 -0.266 0.277
O -1.894458 -2.038735 2.584484 3.250 2.706 -2.775
H 0.453777 -1.612214 3.297395 0.017 -0.619 1.250
H 1.136137 -0.856842 1.938308 -1.995 -0.571 0.192
H -0.510859 -0.933130 -0.071381 0.457 0.051 1.833
H 0.345220 0.365643 -3.547926 0.050 0.475 -0.062
H -0.415647 -0.938864 -3.438367 -1.376 -0.769 -0.620
O 0.351764 -0.498057 -3.143894 1.248 0.208 0.530
H 0.955427 2.803458 -1.040678 -0.160 2.175 0.658
H 0.418838 1.464002 -0.806464 -2.244 -0.794 1.412
O 1.078522 1.916505 -1.264106 2.145 -1.032 -2.097
H 0.908599 -0.933461 -1.408655 -0.424 -1.032 -3.041
H 1.496875 0.151855 -0.663692 -0.473 -1.389 0.711
O 1.049789 -0.740670 -0.520458 1.692 2.161 1.906
H -1.063159 1.013611 1.324266 0.655 2.816 -1.347
H -1.626927 2.452125 0.811391 1.207 -0.949 0.323
O -0.777501 1.952056 0.950244 -1.885 -1.811 0.837
```
Forces are in eV/Å.

Computed properties:
ΔE to the lowest compared entry with this formula, charge and spin   1.225 eV
HOMO level   -9.96 eV

These are the Löwdin partial charges, in e, on atoms 1 to 5: atom 1 (N): 0.16, atom 2 (C): -0.59, atom 3 (O): 0.02, atom 4 (O): 0.01, atom 5 (H): 0.08

---

A cluster of 5 separate species, CH11NO6 in total in a non-equilibrium geometry. Source: the Open Molecules 2025 dataset; level of theory: ωB97M-V with the def2-TZVPD basis set.

```
19
Properties=species:S:1:pos:R:3:forces:R:3
N 1.591010 0.071606 1.497006 -1.367 -0.534 3.539
C 1.672604 -0.419091 0.262411 0.305 2.496 -2.451
O 1.515725 0.552833 -0.747424 0.102 -1.493 -0.201
O 1.942954 -1.498065 -0.148217 0.406 -1.718 0.406
H 1.531925 -0.650098 2.306364 0.178 1.660 -2.251
H 0.873671 0.824718 1.587509 0.925 -0.765 -0.073
H 1.417386 1.486668 -0.573180 -0.169 0.193 0.953
H -0.722967 2.172648 -1.429261 0.368 -1.107 -0.751
H -0.326377 1.158653 -2.725876 -0.681 1.828 1.589
O -0.717225 2.028757 -2.400046 0.318 -0.763 -0.858
H -2.428956 -1.026995 1.222802 -3.744 -0.207 0.645
H -1.345094 -1.406667 0.278257 0.471 -0.331 -0.023
O -1.532461 -0.964493 1.129518 3.110 0.951 -0.382
H -1.145833 2.466696 0.968655 -0.446 -0.435 0.108
H -1.171669 0.861860 0.519981 0.666 1.884 0.557
O -0.672582 1.759985 0.521336 -0.348 -1.376 -0.307
H -0.025349 -3.059352 -0.189054 -0.675 1.806 -1.511
H 0.053332 -1.986203 -1.326203 3.459 1.763 -2.746
O -0.510095 -2.373461 -0.754580 -2.876 -3.850 3.756
```
Forces are in eV/Å.

Computed properties:
ΔE to the lowest compared entry with this formula, charge and spin   1.030 eV
HOMO level   -10.64 eV

These are the Löwdin partial charges, in e, on atoms 1 to 5: atom 1 (N): 0.16, atom 2 (C): -0.68, atom 3 (O): 0.05, atom 4 (O): 0.08, atom 5 (H): 0.17

---

A cluster of 5 separate species, CH11O4S in total in a non-equilibrium geometry. Source: the Open Molecules 2025 dataset; level of theory: ωB97M-V with the def2-TZVPD basis set.

```
17
Properties=species:S:1:pos:R:3:forces:R:3
C 0.587557 -0.447223 -2.301774 0.139 -0.147 0.021
S -0.912413 -0.014702 -1.312209 0.356 -0.173 -0.231
H 0.597198 -1.511352 -2.552108 -0.050 -0.023 0.145
H 0.698387 0.070181 -3.256760 -0.397 0.260 -0.031
H 1.516828 -0.228795 -1.766617 -0.084 -0.099 0.127
H 0.730123 -3.579543 0.680817 0.704 0.299 0.330
H -0.388450 -2.749810 0.052646 -0.007 0.432 -0.089
O -0.133529 -3.643774 0.302132 -0.774 -0.534 -0.316
H -2.199501 2.432339 1.882138 0.176 0.124 -0.178
H -1.883978 1.956627 0.466963 0.411 0.173 -0.089
O -1.702849 2.682301 1.090983 -0.494 -0.315 0.150
H 0.714405 0.914650 -0.147809 -0.236 -0.399 0.198
H 1.051959 2.307301 -0.151672 -0.195 1.345 -0.235
O 1.317228 1.537919 0.322094 0.343 -0.985 0.224
H 0.581325 0.473432 1.922628 0.623 0.417 -0.416
H -0.747574 -0.005706 2.292486 -0.351 -0.279 -0.048
O 0.173283 -0.193844 2.476062 -0.166 -0.094 0.438
```
Forces are in eV/Å.

Computed properties:
Net charge   -1
ΔE to the lowest compared entry with this formula, charge and spin   0.583 eV
HOMO level   -3.39 eV

These are the Löwdin partial charges, in e, on atoms 1 to 5: atom 1 (C): -0.65, atom 2 (S): 0.17, atom 3 (H): -0.01, atom 4 (H): -0.01, atom 5 (H): -0.01

---

Question: Number 7 is which compound?
Answer: CH11NO6